(1)
A molecular structure, C8H32O8, computed with ωB97M-V/def2-TZVPD.

Summary:
Energy relative to the best compared isomer or geometry (same formula, charge and spin) ... 2307.7 kJ/mol
Frontier orbital gap ... 7.021 eV

ORCA input file:
```
! wB97M-V def2-TZVPD RIJCOSX def2/J DEFGRID3
* xyz 0 1
C 0.14 1.64 2.95
O -1.25 1.60 2.68
H 0.51 0.99 3.75
H 0.83 1.36 2.15
H 0.38 2.67 3.21
H -1.45 0.70 2.42
C -2.00 1.33 -1.14
O -1.99 -0.07 -0.80
H -0.96 1.65 -1.11
H -2.27 1.51 -2.18
H -2.63 2.00 -0.56
H -1.23 -0.57 -1.08
C 0.07 -0.09 0.37
O -1.00 0.18 1.32
H 0.97 0.50 0.53
H 0.41 -1.12 0.26
H -0.22 0.17 -0.65
H -1.82 0.35 0.86
C -3.89 0.70 1.31
O -2.91 -0.19 0.83
H -4.75 0.72 0.64
H -4.10 0.46 2.36
H -3.38 1.65 1.47
H -2.79 -0.16 -0.12
C 1.85 -1.61 -1.90
O 1.73 -0.99 -0.59
H 2.91 -1.77 -2.08
H 1.25 -2.52 -1.93
H 1.48 -0.88 -2.62
H 2.20 -0.15 -0.54
C 2.69 -0.38 1.70
O 1.55 0.26 2.29
H 2.41 -1.00 0.85
H 3.30 0.45 1.34
H 3.29 -0.93 2.42
H 0.73 0.29 1.78
C -1.06 -2.52 -2.27
O -0.75 -1.67 -1.17
H -0.50 -3.45 -2.32
H -2.12 -2.78 -2.31
H -1.09 -2.10 -3.27
H -0.32 -2.24 -0.52
C 2.27 1.14 -1.34
O 3.27 0.15 -1.39
H 2.72 2.14 -1.37
H 1.74 1.13 -2.29
H 1.65 0.86 -0.48
H 4.11 0.60 -1.46
*
```

(2)
2 unconnected molecules or ions with the total composition C8H19OP, computed with ωB97M-V/def2-TZVPD.

Summary:
Energy relative to the best compared isomer or geometry (same formula, charge and spin) ... 295.2 kJ/mol
Frontier orbital gap (alpha / beta) ... 7.654 / 6.646 eV

ORCA input file:
```
! wB97M-V def2-TZVPD RIJCOSX def2/J DEFGRID3
* xyz 0 1
C 3.01 0.33 -0.97
C 2.32 -0.34 1.37
C 1.72 -1.82 -0.50
C -2.92 0.03 -1.23
C -2.36 -0.87 1.09
C -2.33 1.74 0.67
C 1.94 -0.33 -0.12
C -2.40 0.32 0.16
O 0.69 2.18 0.13
P 0.37 0.87 -0.46
H 3.99 0.21 -0.42
H 3.03 -0.07 -1.94
H 2.76 1.38 -1.07
H 2.34 0.80 1.65
H 3.38 -0.64 1.57
H 1.67 -0.85 1.95
H 1.10 -2.00 -1.29
H 2.69 -2.28 -0.54
H 1.17 -2.21 0.40
H -2.74 0.83 -1.90
H -2.50 -0.84 -1.55
H -4.01 -0.04 -1.25
H -2.04 -0.51 2.01
H -1.70 -1.65 0.61
H -3.38 -1.21 1.13
H -2.91 2.48 0.13
H -2.34 1.62 1.77
H -1.25 2.08 0.50
H 0.68 0.78 -1.90
*
```

(3)
A gas-phase ion, C5H10NO2S (charge +1), computed with ωB97M-V/def2-TZVPD.

Summary:
Energy relative to the best compared isomer or geometry (same formula, charge and spin) ... 447.6 kJ/mol
Frontier orbital gap ... 10.015 eV

ORCA input file:
```
! wB97M-V def2-TZVPD RIJCOSX def2/J DEFGRID3
* xyz 1 1
C 0.17 -1.19 -0.23
C 1.04 0.78 -0.12
C -1.53 0.52 -1.19
C -1.72 0.68 1.24
C -0.37 0.27 -0.25
N 1.64 -0.63 0.10
O -4.11 0.34 -0.13
O -2.64 -1.64 0.22
S -2.82 -0.21 0.05
H -0.15 -1.85 0.47
H 0.00 -1.62 -1.26
H 1.29 1.01 -1.11
H 1.40 1.47 0.63
H -2.00 1.53 -1.29
H -1.48 0.01 -2.18
H -1.49 0.10 2.07
H -1.64 1.80 1.30
H 1.90 -0.91 1.16
H 2.42 -0.94 -0.50
*
```

(4)
2 unconnected molecules or ions with the total composition C3H5PS, computed with ωB97M-V/def2-TZVPD.

Summary:
Energy relative to the best compared isomer or geometry (same formula, charge and spin) ... 0.0 kJ/mol
Frontier orbital gap (alpha / beta) ... 6.730 / 7.662 eV

ORCA input file:
```
! wB97M-V def2-TZVPD RIJCOSX def2/J DEFGRID3
* xyz 0 3
C -1.13 -0.76 -0.82
C -0.47 -0.33 0.23
C -0.14 0.93 0.71
P 2.15 0.93 -0.37
S 2.91 -0.80 -0.04
H -1.33 -1.78 -1.04
H -1.58 -0.23 -1.60
H -0.09 -0.97 0.96
H -0.41 1.89 0.25
H 0.08 1.12 1.71
*
```

Which of these has the lowest energy relative to the best compared isomer or geometry (same formula, charge and spin)? C3H5PS